Record 1
{"formula": "C5H7N", "method": "ωB97M-V with the def2-TZVPD basis set", "symbols": ["H", "C", "C", "H", "H", "H", "C", "H", "C", "H", "C", "N", "H"], "positions_angstrom": [[-1.55, 1.19, -1.00], [0.78, 0.31, 0.93], [-0.36, -0.63, 1.14], [-0.40, -1.30, 1.99], [-0.67, 0.00, -1.95], [1.44, 1.32, -0.88], [0.56, 0.92, -0.40], [1.34, -1.03, -0.53], [-0.78, 0.41, -0.94], [-2.02, -1.32, -0.05], [-1.18, -0.64, 0.08], [1.67, -0.17, -0.12], [1.24, 0.82, 1.77]], "homo_lumo_gap_ha": 0.373, "e_tot_ev": -6785.6030, "total_charge": 0, "smiles": "C1=C[C@H]2N[C@H]2C1", "largest_force_ev_per_a": 2.88, "de_lowest_kcal_mol": 67.1}

Record 2
{"formula": "C52H107NO5P", "method": "ωB97M-V with the def2-TZVPD basis set", "symbols": ["C", "H", "H", "H", "H", "H", "H", "C", "H", "H", "H", "P", "C", "H", "C", "C", "H", "H", "O", "C", "H", "C", "C", "C", "H", "H", "H", "H", "H", "H", "C", "C", "C", "H", "H", "C", "C", "H", "H", "H", "C", "C", "C", "C", "C", "C", "C", "C", "H", "C", "H", "H", "C", "C", "H", "H", "C", "C", "H", "H", "H", "H", "H", "H", "H", "H", "H", "H", "C", "C", "H", "H", "C", "H", "H", "H", "H", "C", "H", "H", "H", "H", "O", "H", "C", "H", "C", "H", "H", "H", "H", "H", "H", "H", "H", "H", "H", "C", "H", "H", "H", "C", "H", "H", "C", "H", "H", "H", "H", "C", "C", "H", "C", "H", "H", "H", "H", "H", "H", "H", "C", "N", "C", "H", "C", "H", "H", "H", "H", "H", "C", "O", "C", "H", "O", "H", "C", "H", "H", "H", "H", "H", "H", "C", "C", "H", "H", "H", "H", "H", "H", "O", "C", "C", "H", "H", "C", "C", "H", "H", "H", "H", "C", "H", "H", "H"], "positions_angstrom": [[0.39, -1.92, -3.14], [-4.05, -2.04, 0.56], [-4.80, 3.08, 4.73], [3.88, -4.43, -8.10], [-1.05, -1.19, 4.31], [2.90, -8.99, -7.78], [3.87, -5.28, -5.15], [3.96, -5.49, -6.23], [-7.38, 3.84, 3.31], [-1.08, -0.20, -0.46], [3.25, 2.98, 4.27], [-5.73, 3.89, 7.50], [-1.04, 3.39, 5.76], [6.70, 6.14, 2.70], [-0.80, -2.19, -4.05], [-5.08, 5.42, 4.36], [0.57, -3.21, 3.66], [1.00, -1.12, -3.55], [3.38, 1.08, 5.41], [4.99, -2.69, -5.27], [-3.08, -8.02, -8.31], [2.35, -8.90, -8.73], [5.25, -6.24, -6.49], [4.91, -3.13, -6.73], [3.11, -6.14, -6.49], [-0.29, -7.00, -7.50], [5.27, 3.92, -0.10], [-2.38, -3.36, 2.16], [4.65, 2.59, 1.92], [-0.59, -2.44, -1.29], [0.01, 2.97, 4.57], [0.32, -7.91, -7.55], [3.84, -4.19, -7.03], [-1.12, 3.48, 8.13], [2.86, -2.70, -4.80], [3.21, 0.40, 4.11], [1.07, 1.32, -1.34], [-3.14, 4.60, 6.38], [-0.03, 0.88, -3.13], [4.26, -0.06, 3.82], [-1.14, -1.60, 3.20], [3.72, -2.01, -4.77], [-2.37, -8.07, -9.14], [3.74, 2.50, 5.24], [-6.19, 2.45, 0.84], [1.47, -1.22, 2.80], [7.69, 4.22, 2.43], [-0.29, 3.50, 3.05], [-1.18, 1.74, 7.33], [-3.84, -1.59, 2.82], [-4.62, 3.64, 2.00], [4.71, -2.26, -7.36], [-6.71, 1.88, 3.65], [-2.36, 3.70, 0.20], [-0.73, -9.28, -9.83], [-2.95, -8.20, -10.07], [-1.91, 4.90, 1.23], [-4.98, 1.32, 0.78], [6.13, -5.66, -6.20], [-5.72, 1.24, 3.47], [7.66, 4.14, 0.27], [-0.85, 6.52, -0.11], [0.41, 3.27, 2.11], [3.34, 3.16, 6.15], [0.90, 1.45, -0.27], [-4.80, 5.81, 5.45], [9.58, 6.13, 1.62], [4.89, 4.02, 2.94], [5.60, 4.25, 0.90], [-0.02, -1.60, -1.70], [-7.63, 1.46, 3.01], [-6.11, -0.36, 2.04], [-1.40, -9.22, -8.96], [-1.44, -1.31, -4.14], [-4.16, 2.51, 6.77], [1.24, -0.52, 4.98], [-6.17, 4.63, 1.57], [-2.41, 4.32, 5.51], [7.17, 3.74, 3.26], [5.27, -7.17, -5.92], [2.36, -1.52, 2.09], [3.85, -1.69, -3.74], [-4.64, 2.55, 7.66], [0.49, 2.62, 7.39], [-0.59, -9.13, -7.66], [-1.26, -0.71, 2.43], [8.54, 6.49, 1.63], [1.84, 0.56, -1.48], [5.89, -3.51, -7.04], [-2.60, -3.14, 4.03], [-1.83, -0.46, -2.02], [-0.45, -2.45, -5.06], [-7.26, 2.00, 0.92], [-0.93, 1.78, -1.93], [-4.14, 1.56, 1.58], [-3.18, -0.42, 0.98], [7.08, 2.69, 1.05], [-0.86, -0.33, -1.53], [-3.61, -0.61, 3.47], [5.34, -6.50, -7.55], [3.48, -1.13, -5.38], [-4.09, -1.12, 1.27], [-2.45, 2.71, 0.81], [1.03, -2.81, -3.12], [1.35, -7.75, -8.67], [-1.85, -7.11, -9.21], [0.99, 2.32, 4.73], [4.92, 2.62, 5.12], [0.19, 4.91, 0.22], [-5.82, 3.58, 1.97], [-5.48, -0.21, 1.07], [-1.47, 3.54, -0.57], [-2.48, -2.54, 3.00], [-7.95, 0.78, 5.33], [-1.97, -10.16, -8.95], [1.86, -9.85, -8.94], [0.85, -7.96, -6.58], [-7.20, 4.95, 5.74], [-6.52, 3.55, 9.60], [5.55, 5.34, 0.89], [7.05, 3.78, 1.11], [-6.43, 3.37, 3.33], [-5.62, 3.88, 4.50], [-0.02, 6.30, 1.57], [-0.22, 0.96, -2.06], [0.95, -0.24, 2.39], [-4.45, 1.36, -0.27], [-1.40, -3.03, -3.67], [-4.78, -2.17, 3.20], [-1.28, -9.13, -6.81], [-6.66, 3.89, 5.81], [-3.89, 5.62, 3.54], [-7.12, 1.63, 5.23], [0.86, -7.64, -9.63], [-7.73, 2.88, 5.71], [3.62, 4.02, 1.72], [-1.65, 4.38, 2.79], [0.24, -2.85, 1.80], [0.89, -1.52, -1.08], [-6.15, 3.01, -0.21], [2.65, -1.77, 4.80], [5.82, -1.97, -5.17], [5.24, -3.53, -4.62], [-0.66, 2.81, 7.29], [4.64, 3.69, 1.93], [-6.16, 1.41, 5.87], [-3.38, 4.00, -0.36], [2.84, -3.76, -6.86], [8.72, 3.84, 2.45], [3.08, -8.72, -9.52], [1.47, 2.26, -1.74], [-6.95, 3.92, 8.76], [7.72, 5.73, 2.67], [2.12, -0.86, 4.26], [-6.00, -0.67, 0.11], [-2.77, 5.73, 1.18], [-2.74, 4.81, 3.98], [0.28, -2.38, 2.87], [0.01, -10.05, -7.56], [8.13, 6.38, 0.63], [2.80, 1.10, 3.25], [1.91, -6.82, -8.50], [-0.54, 5.69, 0.69], [8.15, 5.92, 3.66], [8.56, 7.56, 1.87], [-5.97, 6.10, 3.98]], "homo_lumo_gap_ha": 0.291, "e_tot_ev": -76652.4302, "total_charge": 1, "largest_force_ev_per_a": 4.69}

Record 3
{"formula": "C36H28F48N2O10", "method": "ωB97M-V with the def2-TZVPD basis set", "symbols": ["F", "C", "H", "H", "F", "C", "F", "C", "F", "H", "C", "F", "C", "C", "H", "C", "C", "H", "C", "F", "F", "F", "F", "F", "H", "C", "F", "H", "H", "C", "C", "C", "F", "H", "N", "F", "C", "C", "C", "F", "F", "F", "H", "C", "H", "F", "C", "C", "F", "F", "F", "F", "F", "C", "F", "O", "H", "F", "H", "H", "O", "F", "C", "H", "F", "C", "C", "H", "C", "F", "O", "C", "N", "F", "F", "O", "F", "C", "C", "F", "H", "H", "H", "H", "H", "F", "F", "F", "O", "H", "F", "F", "C", "O", "F", "C", "F", "F", "C", "F", "C", "H", "F", "C", "C", "O", "O", "F", "F", "F", "H", "H", "H", "C", "C", "F", "O", "H", "F", "F", "C", "F", "H", "O"], "positions_angstrom": [[5.72, 1.79, -5.69], [8.89, -6.05, -4.10], [3.80, 1.78, -2.11], [9.31, -6.73, -4.84], [-13.17, 1.65, 4.78], [-7.26, 0.41, 2.22], [8.83, -3.07, 3.90], [-8.62, 1.06, 2.02], [6.01, -1.20, 3.36], [-3.89, 1.01, -3.58], [9.04, -6.93, 6.91], [6.23, -4.47, -2.93], [5.34, -3.92, -3.77], [-6.88, 4.12, 0.39], [7.40, -4.88, 7.20], [5.06, 0.91, -3.57], [-13.85, 1.91, 3.64], [4.60, 3.00, -3.05], [4.10, 2.03, -3.13], [-9.56, 0.20, 2.50], [7.95, -6.79, 6.12], [10.17, -4.26, -4.91], [3.33, -0.19, 3.43], [5.69, -5.50, -5.52], [-12.83, 2.09, 0.38], [-3.88, 5.02, -3.77], [3.29, -0.81, 0.73], [-8.30, 2.46, 3.68], [-9.89, 2.43, 3.01], [2.85, 2.87, -5.02], [5.19, -2.16, 1.17], [8.90, -4.61, -4.59], [4.71, -3.62, -6.00], [-1.88, 4.76, -4.28], [-0.62, 2.46, -3.19], [9.60, -6.17, -2.95], [5.34, 0.40, 0.72], [-5.16, 2.84, -3.33], [8.45, -4.62, 7.32], [-7.20, -0.77, 1.55], [-13.78, 5.30, 3.22], [5.64, 0.42, -2.44], [8.49, -4.01, 8.22], [-3.91, 2.12, -3.64], [5.03, -3.00, 0.50], [5.31, -2.96, 4.39], [8.96, -3.71, 6.18], [10.28, -7.35, 6.12], [10.65, -6.40, 5.24], [-5.63, 4.60, 0.32], [8.56, -5.17, 4.33], [1.91, 3.84, -4.84], [-14.65, 2.96, 3.91], [-14.43, 5.73, 2.11], [8.49, -3.73, -3.66], [-13.64, 3.87, 0.76], [2.95, -1.84, 4.47], [8.68, -2.42, 6.55], [-13.79, 6.45, 1.60], [6.87, -3.28, -6.76], [-1.53, 2.21, -4.26], [6.96, 0.24, -4.81], [3.78, -1.18, 4.23], [7.24, -3.78, 4.84], [10.04, -8.48, 5.41], [-6.38, 5.19, -3.07], [-8.84, 2.41, 2.74], [-7.53, 4.72, -0.24], [-13.52, 2.49, 1.13], [-12.04, 3.20, 2.82], [-7.14, 5.57, -4.01], [-7.37, 4.11, 1.84], [-2.75, 4.27, -4.05], [-6.25, 1.17, 1.74], [4.14, -4.50, -3.49], [-1.11, 2.31, -2.15], [4.21, -0.59, 5.38], [8.32, -3.94, 4.81], [6.19, 1.32, -4.52], [4.34, -0.11, -4.10], [1.48, 1.59, -6.12], [-14.45, 1.95, 0.97], [6.27, -2.10, 1.30], [-6.06, 2.25, -3.04], [7.27, -2.63, -5.21], [-15.55, 6.36, 2.53], [7.63, -6.46, -3.82], [-6.85, 2.86, -0.13], [9.25, -5.75, 7.64], [6.38, 0.35, 0.41], [-7.44, 5.38, 2.29], [4.75, 1.41, 0.02], [-5.11, 4.31, -3.41], [8.16, -4.44, -5.76], [-12.10, 1.09, 2.34], [-2.73, 2.90, -3.99], [8.74, -7.88, 7.81], [-15.37, 5.03, 0.08], [7.03, -3.56, -5.72], [-8.90, 1.21, 0.70], [-14.78, 4.56, 1.19], [5.26, -2.85, -3.56], [4.70, -1.17, -0.89], [5.70, -4.17, -5.24], [-12.88, 2.20, 2.50], [2.86, 2.12, -3.83], [-8.67, 3.59, 1.95], [5.28, 0.76, 2.02], [10.30, -3.80, 6.10], [2.50, 2.77, -7.36], [-7.07, 0.20, 3.28], [-3.86, 6.13, -3.81], [11.12, -7.54, 6.79], [4.61, -0.92, 0.45], [2.48, 2.02, -6.23], [-6.54, 3.46, 2.67], [-6.51, 5.47, -1.87], [-14.48, 1.04, 3.42], [4.02, 3.51, -5.16], [3.36, 1.02, -6.42], [4.92, -1.95, 3.57], [-15.65, 3.70, 1.75], [6.83, 2.08, -4.07], [4.53, -2.56, 2.38]], "homo_lumo_gap_ha": 0.244, "e_tot_ev": -191674.6319, "total_charge": 0, "largest_force_ev_per_a": 3.57}

Record 4
{"formula": "C2H8NO4", "method": "ωB97M-V with the def2-TZVPD basis set", "symbols": ["H", "O", "H", "H", "O", "O", "H", "N", "H", "H", "H", "O", "H", "C", "C"], "positions_angstrom": [[1.10, 2.90, 0.05], [-2.00, 0.44, -0.19], [-2.29, 0.50, 0.72], [0.26, 1.04, -2.11], [1.04, 2.03, -0.49], [-0.62, 0.87, -1.79], [1.46, -2.19, 1.00], [0.04, -1.09, -0.23], [1.01, -0.54, 1.70], [-0.68, -1.71, -0.35], [-0.03, -1.85, 1.74], [0.00, 1.44, 0.32], [0.82, -1.17, -0.95], [0.64, -1.41, 1.10], [-0.73, 0.73, -0.52]], "homo_lumo_gap_ha": 0.437, "e_tot_ev": -11873.2957, "total_charge": 1, "largest_force_ev_per_a": 5.20, "de_lowest_kcal_mol": 103.2}

Record 5
{"formula": "C3H8NO2", "method": "ωB97M-V with the def2-TZVPD basis set", "symbols": ["H", "O", "C", "H", "H", "N", "C", "H", "H", "O", "C", "H", "H", "H"], "positions_angstrom": [[1.66, 0.43, 1.00], [1.04, 1.98, -0.20], [-1.20, -1.02, 0.47], [0.50, 2.76, -0.11], [-1.08, -0.96, 1.63], [0.88, -0.91, -1.06], [0.73, 0.87, 0.63], [-0.94, -2.10, 0.35], [1.10, -0.35, -1.87], [-2.42, -0.66, 0.09], [-0.06, -0.19, -0.17], [0.19, 1.25, 1.51], [0.28, -1.59, -1.50], [-0.66, 0.50, -0.77]], "homo_lumo_gap_ha": 0.223, "e_tot_ev": -8824.5316, "total_charge": -1, "smiles": "N[C@@H](C[O-])CO", "largest_force_ev_per_a": 2.56, "de_lowest_kcal_mol": 75.2}

Record 6
{"formula": "C8H14NS2", "method": "ωB97M-V with the def2-TZVPD basis set", "symbols": ["H", "N", "H", "S", "C", "H", "H", "C", "H", "H", "H", "S", "C", "H", "C", "C", "H", "C", "H", "H", "H", "C", "C", "H", "H"], "positions_angstrom": [[3.78, -2.16, -0.31], [-1.01, 0.34, -1.74], [-1.54, 0.60, -2.52], [-3.06, -0.70, -0.24], [0.93, 0.31, -0.33], [-0.31, 2.51, 0.81], [2.76, -1.98, 1.19], [-1.85, 0.54, -0.48], [0.01, -1.45, 1.71], [0.87, 0.33, -2.50], [0.40, 1.99, -1.97], [1.50, -1.32, -0.71], [-1.99, -1.47, 1.00], [-1.52, 1.67, 1.96], [-0.51, 0.38, 0.56], [-0.82, -0.90, 1.25], [-2.54, -2.22, 1.53], [0.37, 0.86, -1.72], [1.74, 0.79, 0.30], [-2.25, 1.62, -0.33], [3.40, -0.49, 0.51], [3.01, -1.48, 0.30], [-0.61, 1.57, 1.40], [0.28, 1.39, 2.07], [-1.04, -0.73, -1.76]], "homo_lumo_gap_ha": [0.219, 0.242], "e_tot_ev": -31670.9550, "s2": 2.01, "total_charge": 1, "spin_multiplicity": 3, "largest_force_ev_per_a": 9.57}